# C29H25Cl2IrN7O2S

C29H25Cl2IrN7O2S as an isolated structure (wB97M-V/def2-TZVPD, the OMol25 dataset).

Summary:
Energy above the lowest of the compared OMol25 structures with the same formula, charge and spin = 0.00 kJ/mol
⟨S²⟩ = 0.79
Kohn-Sham gap (alpha / beta) = 6.52 / 5.80 eV
HOMO level (alpha / beta) = -0.51210 / -0.51767 hartree
Spin multiplicity = 2
E_tot = -3076.340927 a.u.
Net charge = +2

Each line ends with the Löwdin charge.
Cartesian coordinates (Å):
Ir  -0.366039  -1.260430  -0.628842  1.441
C  3.466832  -2.360866  3.271202  -0.018
C  3.630600  -1.539181  2.156354  -0.033
C  2.527698  -1.025608  1.510802  -0.030
C  1.240885  -1.299071  1.997902  -0.280
C  1.081663  -2.112451  3.132938  -0.012
C  2.194273  -2.648839  3.750157  -0.025
N  0.132477  -0.818063  1.310370  -0.012
C  -0.977705  -0.385619  2.015386  -0.197
C  -0.928733  0.112125  3.325671  0.021
C  -2.095045  0.527502  3.940679  -0.012
C  -3.325962  0.463304  3.284764  -0.013
C  -3.401749  -0.004389  1.982290  0.031
C  -2.233928  -0.406202  1.360983  -0.156
N  -2.167725  -0.909737  0.050788  -0.112
N  -3.187469  -1.184121  -0.612118  0.183
C  -2.870239  -1.732881  -1.868533  -0.272
C  -3.901304  -2.157777  -2.680588  0.051
C  -3.585343  -2.739673  -3.900869  0.008
C  -2.254214  -2.871752  -4.256980  0.004
C  -1.272094  -2.416620  -3.390308  -0.075
N  -1.562346  -1.848959  -2.220701  -0.053
H  4.335105  -2.778836  3.761991  0.124
H  4.623903  -1.302917  1.800214  0.122
H  2.653157  -0.364262  0.662739  0.097
H  0.087672  -2.377167  3.467731  0.117
H  2.069467  -3.305070  4.600548  0.126
H  0.020764  0.193456  3.835770  0.132
H  -2.049253  0.918668  4.947976  0.128
H  -4.223534  0.790250  3.790626  0.127
H  -4.342137  -0.057600  1.451598  0.129
H  -4.919849  -2.039917  -2.339871  0.137
H  -4.369124  -3.091109  -4.557681  0.134
H  -1.964639  -3.324841  -5.194155  0.130
H  -0.225840  -2.511334  -3.643849  0.120
S  0.442169  4.969171  -2.758611  1.091
C  0.267279  3.353477  -2.133936  -0.484
C  -0.457877  2.429113  -2.896230  -0.058
C  -0.616147  1.144358  -2.443623  -0.101
N  -0.101561  0.704586  -1.276913  -0.118
C  0.591942  1.594398  -0.540398  -0.101
C  0.798355  2.897649  -0.924666  -0.024
C  1.412099  5.746445  -1.482510  -0.542
C  0.781877  6.409064  -0.441109  -0.074
C  1.582572  7.003196  0.527102  -0.118
N  2.910657  6.967637  0.501950  0.085
C  3.498606  6.348004  -0.516791  -0.118
C  2.797292  5.722147  -1.539749  -0.074
H  -0.898672  2.715540  -3.841647  0.123
H  -1.175122  0.429837  -3.028768  0.105
H  0.987920  1.237531  0.399309  0.101
H  1.367367  3.551523  -0.279679  0.118
H  -0.296395  6.470865  -0.384685  0.113
H  1.131064  7.533658  1.357257  0.117
H  4.582231  6.352759  -0.522346  0.117
H  3.319625  5.243411  -2.357031  0.114
N  1.555261  -1.751709  -1.395869  0.006
H  1.888573  -2.529519  -0.803412  0.044
H  2.231363  -0.994442  -1.393247  0.073
H  1.533586  -2.118849  -2.343069  0.074
Cl  -1.407805  -6.072981  -0.426166  0.640
C  -0.418886  -5.337186  0.847514  -0.993
Cl  -1.352473  -5.038534  2.319307  0.642
C  0.170741  -4.027784  0.328085  -0.724
O  1.379790  -3.905737  0.229904  0.043
O  -0.729070  -3.152687  0.018752  -0.214
H  0.383399  -6.024984  1.086294  0.074

Forces on atoms 1 to 6 (eV/Å):
Ir 0.1 0.0 0.1
C 0.0 0.0 0.0
C 0.0 0.0 0.0
C 0.0 0.0 0.0
C 0.0 0.0 0.0
C 0.0 0.0 0.0

***

# CH2N2O3Si

A 2-piece molecular cluster, CH2N2O3Si overall (wB97M-V/def2-TZVPD, the OMol25 dataset).

Summary:
Energy above the lowest of the compared OMol25 structures with the same formula, charge and spin = 236.69 kJ/mol
Kohn-Sham gap = 10.39 eV
HOMO level = -0.41186 hartree
SMILES = N#C[SiH]=O.O=NO
E_tot = -663.908405 a.u.

Each line ends with the Löwdin charge.
Cartesian coordinates (Å):
C  -1.341530  1.259860  -0.144074  -0.323
N  -1.330474  2.174475  0.545991  0.089
N  1.429386  -1.105141  1.146252  -0.096
O  0.301500  -1.461436  1.067736  -0.009
O  1.699145  0.097339  0.577044  -0.030
O  -0.153175  -0.173736  -2.405565  -0.354
Si  -1.042489  -0.231858  -1.196441  0.541
H  2.500151  0.637931  0.935055  0.177
H  -2.062515  -1.197435  -0.525999  0.004

Forces on atoms 1 to 6 (eV/Å):
C 0.6 -0.2 -0.5
N -0.2 0.5 0.4
N 1.0 -1.0 1.8
O 0.8 1.3 -1.2
O -0.3 2.0 -0.4
O 0.2 -0.3 -0.4

***

# C5H4N2O

One molecule with the formula C5H4N2O (wB97M-V/def2-TZVPD, the OMol25 dataset).

Summary:
Energy above the lowest of the compared OMol25 structures with the same formula, charge and spin = 278.79 kJ/mol
Kohn-Sham gap = 9.00 eV
HOMO level = -0.30069 hartree
SMILES = O=C1Nc2c[nH]cc21
E_tot = -377.557866 a.u.

Each line ends with the Löwdin charge.
Cartesian coordinates (Å):
C  -1.985661  -0.271403  0.094186  -0.339
C  -0.175590  0.728938  0.290447  -0.212
C  1.237189  0.873950  0.002465  -0.080
C  0.748087  -1.400205  0.116754  -0.039
C  -0.456237  -0.677761  0.466288  -0.044
H  -2.027461  2.015086  -0.338224  0.224
H  1.810377  1.849552  -0.187963  0.121
H  2.755950  -0.515983  -0.018590  0.144
H  1.010387  -2.491181  -0.172902  0.132
N  -1.558311  1.064389  0.079864  0.078
N  1.745314  -0.411154  -0.180566  -0.033
O  -3.104045  -0.764227  -0.151755  0.047

Forces on atoms 1 to 6 (eV/Å):
C -2.5 -1.3 -0.5
C 3.2 -1.7 -0.4
C -3.1 2.0 -0.2
C -0.5 0.6 -0.7
C 1.8 -0.2 -2.1
H 1.5 -3.6 1.5

***

# C6H8ClN2O3

A 3-piece molecular cluster, C6H8ClN2O3 overall (wB97M-V/def2-TZVPD, the OMol25 dataset).

Summary:
Energy above the lowest of the compared OMol25 structures with the same formula, charge and spin = 0.00 kJ/mol
Kohn-Sham gap = 6.79 eV
HOMO level = -0.15539 hartree
E_tot = -1028.877795 a.u.
Net charge = -1

Each line ends with the Löwdin charge.
Cartesian coordinates (Å):
C  1.900987  -1.167589  -1.137172  -0.343
C  2.288354  0.387256  -3.401132  -0.553
C  -1.097102  -0.151503  1.732138  -0.186
C  -1.728170  0.898741  0.836227  -0.186
C  -0.015806  -0.847224  0.918783  -0.107
C  -0.703743  0.986850  -0.220283  0.002
N  0.216168  0.077151  -0.161683  -0.120
N  1.085069  -0.094772  -1.138856  0.045
O  2.002003  -0.520554  -4.023768  0.200
O  1.959957  -2.102302  -0.280375  -0.088
O  2.626458  1.215508  -2.735143  0.227
Cl  -3.662257  1.232382  3.850293  -0.775
H  2.463975  -1.275440  -2.034242  0.078
H  -0.659372  0.393350  2.524406  0.083
H  -1.913460  -0.816783  2.221812  0.128
H  -2.678460  0.656381  0.420412  0.102
H  -1.994793  1.786393  1.466651  0.093
H  0.899821  -0.749786  1.590673  0.160
H  -0.221684  -1.744855  0.426607  0.111
H  -0.767945  1.836795  -0.855345  0.129

Forces on atoms 1 to 6 (eV/Å):
C -1.6 -1.9 3.3
C -0.5 -1.5 -0.9
C -2.8 -1.8 0.6
C 0.4 0.4 1.1
C 1.2 1.8 3.0
C -0.3 0.9 1.1

***

# C3H2LiO3Pr

C3H2LiO3Pr as an isolated structure (wB97M-V/def2-TZVPD, the OMol25 dataset).

Summary:
Energy above the lowest of the compared OMol25 structures with the same formula, charge and spin = 353.57 kJ/mol
⟨S²⟩ = 3.75
Kohn-Sham gap (alpha / beta) = 3.83 / 8.44 eV
HOMO level (alpha / beta) = -0.70466 / -0.87330 hartree
Spin multiplicity = 4
E_tot = -864.507064 a.u.
Net charge = +3

Each line ends with the Löwdin charge.
Cartesian coordinates (Å):
H  -3.346394  -3.195483  -1.407794  0.476
O  -0.749661  -2.321537  0.534490  0.256
C  0.465179  -2.891279  0.536547  -0.667
C  -1.816586  -3.098034  0.643811  0.041
O  1.466306  -2.168927  0.433731  0.019
O  0.573519  -4.156174  0.601290  -0.149
C  -2.783554  -3.658123  0.083993  0.173
Pr  3.235738  -3.904523  0.480684  1.870
H  -3.683575  -4.204290  0.341852  0.117
Li  -0.848598  -5.437964  0.581742  0.864

Forces on atoms 1 to 6 (eV/Å):
H 1.7 -0.7 3.1
O -4.4 -0.6 1.8
C 4.6 -0.9 -0.4
C 2.8 2.9 -3.2
O -1.6 0.0 0.2
O -1.1 -0.5 0.1